{"formula": "C27H54AsF6O27Rb", "method": "the ωB97M-V functional and the def2-TZVPD basis", "de_lowest_kcal_mol": 169.44, "homo_energy_ev": -10.26, "elements": ["Rb", "As", "F", "F", "F", "F", "F", "F", "C", "O", "C", "O", "O", "C", "H", "H", "H", "H", "H", "H", "C", "O", "C", "O", "O", "C", "H", "H", "H", "H", "H", "H", "C", "O", "C", "O", "O", "C", "H", "H", "H", "H", "H", "H", "C", "O", "C", "O", "O", "C", "H", "H", "H", "H", "H", "H", "C", "O", "C", "O", "O", "C", "H", "H", "H", "H", "H", "H", "C", "O", "C", "O", "O", "C", "H", "H", "H", "H", "H", "H", "C", "O", "C", "O", "O", "C", "H", "H", "H", "H", "H", "H", "C", "O", "C", "O", "O", "C", "H", "H", "H", "H", "H", "H", "C", "O", "C", "O", "O", "C", "H", "H", "H", "H", "H", "H"], "xyz": [[-7.18, 2.82, 2.10], [-1.19, 0.11, 0.82], [-1.79, -1.13, -0.42], [-2.17, 1.31, -0.09], [-0.74, 1.42, 1.98], [-0.41, -1.22, 1.73], [0.26, 0.35, -0.21], [-2.66, -0.28, 1.80], [-2.70, 4.89, 7.80], [-3.52, 5.77, 8.60], [-4.71, 6.18, 8.18], [-5.22, 6.07, 7.09], [-5.26, 6.96, 9.23], [-6.59, 7.50, 9.08], [-3.25, 4.03, 7.41], [-1.81, 4.55, 8.32], [-2.32, 5.48, 6.96], [-7.29, 6.78, 8.66], [-6.74, 8.32, 8.38], [-7.03, 7.75, 10.04], [-5.39, -7.45, 8.55], [-4.69, -6.78, 7.56], [-3.96, -7.43, 6.63], [-3.59, -8.56, 6.66], [-3.54, -6.47, 5.71], [-2.80, -6.91, 4.60], [-6.33, -7.87, 8.20], [-5.65, -6.77, 9.36], [-4.84, -8.33, 8.86], [-3.18, -7.78, 4.06], [-1.78, -7.06, 4.95], [-2.67, -6.12, 3.86], [8.71, -7.10, -1.62], [7.69, -7.19, -0.66], [7.24, -6.08, -0.11], [7.50, -4.90, -0.45], [6.42, -6.45, 0.90], [5.57, -5.46, 1.55], [8.85, -8.11, -2.01], [9.69, -6.68, -1.39], [8.41, -6.62, -2.55], [5.59, -4.45, 1.13], [5.87, -5.30, 2.59], [4.54, -5.83, 1.55], [1.86, 11.26, -2.77], [0.43, 11.26, -3.04], [-0.29, 10.19, -2.79], [-1.53, 10.24, -2.86], [0.42, 9.15, -2.61], [-0.12, 7.84, -2.38], [2.24, 10.45, -2.14], [1.98, 12.20, -2.22], [2.48, 11.44, -3.65], [-1.21, 7.77, -2.32], [0.27, 7.35, -1.49], [-0.10, 7.31, -3.33], [5.70, -0.08, 6.03], [7.02, -0.31, 5.53], [7.82, -1.01, 6.38], [7.47, -1.56, 7.42], [9.02, -0.98, 5.92], [10.16, -1.39, 6.71], [5.27, 0.77, 5.51], [5.64, 0.11, 7.10], [4.98, -0.84, 5.72], [10.20, -2.47, 6.82], [10.03, -1.09, 7.75], [11.10, -0.94, 6.40], [-5.74, 4.22, -5.97], [-4.81, 4.78, -6.87], [-4.79, 6.14, -7.07], [-5.54, 6.95, -6.62], [-3.71, 6.53, -7.77], [-2.87, 5.66, -8.52], [-5.28, 3.38, -5.46], [-6.66, 3.86, -6.43], [-6.05, 4.99, -5.26], [-2.57, 6.13, -9.46], [-3.32, 4.72, -8.83], [-2.00, 5.49, -7.90], [-8.94, -3.06, 2.52], [-10.28, -2.81, 2.07], [-10.54, -2.00, 0.99], [-9.65, -1.48, 0.29], [-11.89, -1.89, 0.71], [-12.33, -1.14, -0.32], [-9.08, -3.63, 3.44], [-8.29, -2.19, 2.61], [-8.40, -3.68, 1.81], [-12.47, -0.12, 0.03], [-13.23, -1.47, -0.84], [-11.57, -0.90, -1.07], [4.70, 2.06, -5.98], [5.57, 2.23, -7.08], [5.29, 3.12, -8.00], [4.18, 3.60, -8.24], [6.38, 3.38, -8.69], [6.39, 4.30, -9.70], [4.53, 3.00, -5.45], [5.00, 1.42, -5.15], [3.67, 1.89, -6.29], [7.33, 4.38, -10.25], [6.09, 5.30, -9.38], [5.60, 3.99, -10.38], [3.92, -5.91, -4.80], [3.70, -7.34, -4.50], [4.13, -8.28, -5.33], [4.74, -8.16, -6.40], [3.81, -9.46, -4.80], [4.18, -10.72, -5.38], [3.40, -5.31, -4.05], [3.44, -5.89, -5.77], [4.98, -5.71, -4.92], [3.82, -11.55, -4.79], [5.26, -10.57, -5.43], [3.72, -10.86, -6.36]]}


{"formula": "C3H4FNS", "method": "the ωB97M-V functional and the def2-TZVPD basis", "spin_multiplicity": 3, "de_lowest_kcal_mol": 19.25, "homo_energy_ev": [-6.33, -9.21], "elements": ["C", "C", "C", "N", "F", "S", "H", "H", "H", "H"], "xyz": [[3.26, 1.83, 1.50], [2.38, 1.97, 2.26], [-0.54, -0.53, 0.36], [-0.20, 0.42, -0.48], [1.38, 2.07, 3.08], [0.76, 0.42, -1.78], [4.06, 1.75, 0.85], [-1.22, -0.28, 1.16], [-0.08, -1.49, 0.30], [-0.61, 1.33, -0.42]]}


{"formula": "C19H16BrMnN2O7S2", "method": "the ωB97M-V functional and the def2-TZVPD basis", "spin_multiplicity": 4, "homo_energy_ev": [-11.55, -11.55], "total_charge": 1, "elements": ["Mn", "O", "C", "C", "C", "C", "C", "C", "C", "O", "N", "O", "O", "H", "H", "H", "H", "Br", "C", "C", "C", "C", "C", "C", "C", "O", "O", "H", "H", "H", "H", "S", "C", "N", "O", "S", "C", "C", "C", "C", "H", "H", "H", "H", "H", "H", "H", "H"], "xyz": [[-0.65, -0.18, -0.26], [-1.08, 1.67, -0.09], [-1.53, 2.27, 0.92], [-1.92, 1.68, 2.14], [-2.45, 2.51, 3.15], [-2.88, 1.93, 4.30], [-2.82, 0.54, 4.51], [-2.31, -0.28, 3.53], [-1.84, 0.28, 2.33], [-1.35, -0.53, 1.42], [-3.43, 2.79, 5.37], [-3.83, 2.23, 6.37], [-3.46, 3.98, 5.16], [-1.64, 3.35, 0.80], [-2.52, 3.58, 3.02], [-3.19, 0.14, 5.44], [-2.26, -1.35, 3.67], [4.05, 3.31, -5.34], [2.50, 2.47, -4.67], [1.61, 1.88, -5.55], [0.48, 1.27, -5.06], [0.25, 1.22, -3.68], [1.15, 1.83, -2.81], [2.28, 2.46, -3.30], [-0.99, 0.56, -3.23], [-1.98, 0.39, -3.86], [-0.93, -0.02, -1.97], [1.81, 1.91, -6.62], [-0.24, 0.81, -5.73], [0.95, 1.84, -1.75], [2.97, 2.95, -2.63], [3.78, 0.33, -0.25], [2.24, 0.19, -0.03], [1.07, 0.07, 0.18], [-0.52, -2.03, -0.52], [-0.38, -3.30, 0.35], [0.89, -2.94, 1.59], [2.26, -3.37, 1.02], [2.10, -3.56, -0.48], [0.76, -4.26, -0.66], [0.61, -3.46, 2.50], [0.80, -1.87, 1.77], [2.55, -4.31, 1.48], [3.02, -2.63, 1.26], [2.91, -4.16, -0.92], [2.08, -2.60, -1.00], [0.74, -5.26, -0.23], [0.35, -4.29, -1.67]]}


{"formula": "C18H18BrF5NO2PPdSe", "method": "the ωB97M-V functional and the def2-TZVPD basis", "de_lowest_kcal_mol": 0.00, "homo_energy_ev": [-14.76, -14.79], "total_charge": 2, "elements": ["Pd", "Br", "C", "C", "C", "C", "C", "N", "C", "O", "O", "H", "H", "H", "C", "C", "P", "C", "C", "C", "C", "H", "H", "H", "H", "H", "H", "H", "H", "H", "H", "H", "H", "H", "H", "H", "F", "C", "C", "F", "C", "F", "C", "Se", "C", "F", "C", "F"], "xyz": [[-0.01, 0.35, 0.30], [-3.37, 0.71, 1.05], [-2.66, -0.97, 1.46], [-3.50, -1.92, 2.06], [-2.96, -3.14, 2.41], [-1.61, -3.37, 2.19], [-0.87, -2.37, 1.59], [-1.38, -1.19, 1.20], [0.61, -2.53, 1.43], [1.16, -3.67, 1.62], [1.39, -1.62, 1.16], [-4.53, -1.68, 2.24], [-3.58, -3.89, 2.88], [-1.13, -4.29, 2.49], [-1.44, 2.50, -3.70], [-1.00, 2.28, -2.25], [-0.53, 0.58, -1.88], [-1.92, -0.49, -2.29], [-1.72, -2.00, -2.15], [0.91, 0.14, -2.90], [1.70, -1.09, -2.43], [-1.64, 3.55, -3.86], [-2.36, 1.96, -3.93], [-0.67, 2.20, -4.41], [-1.79, 2.56, -1.55], [-0.14, 2.92, -2.02], [-2.15, -0.25, -3.34], [-2.77, -0.13, -1.70], [-1.13, -2.40, -2.97], [-2.69, -2.50, -2.16], [-1.22, -2.26, -1.21], [1.55, 1.02, -2.93], [0.52, -0.01, -3.91], [2.11, -0.95, -1.43], [2.53, -1.26, -3.11], [1.09, -1.99, -2.43], [3.97, 2.35, 5.39], [3.48, 2.23, 4.19], [2.31, 1.48, 4.00], [1.73, 0.90, 5.03], [1.79, 1.37, 2.73], [0.67, 0.65, 2.55], [2.40, 1.97, 1.62], [1.79, 1.82, -0.11], [3.57, 2.72, 1.85], [4.17, 3.30, 0.83], [4.11, 2.86, 3.12], [5.20, 3.55, 3.32]]}


{"formula": "C2H8NOP", "method": "the ωB97M-V functional and the def2-TZVPD basis", "de_lowest_kcal_mol": 72.02, "homo_energy_ev": -8.51, "elements": ["C", "C", "N", "O", "P", "H", "H", "H", "H", "H", "H", "H", "H"], "xyz": [[-1.47, -0.21, -0.78], [-0.22, -0.83, -0.13], [1.45, 1.45, -0.45], [2.65, -0.79, -0.21], [1.30, -0.17, -0.28], [-1.33, 0.79, -1.23], [-1.73, -0.93, -1.59], [-2.44, -0.11, -0.24], [-0.20, -1.76, 0.39], [1.40, -0.70, 1.69], [2.03, 1.58, 0.43], [0.53, 1.87, -0.41], [1.83, -0.63, 2.36]]}


{"formula": "CH6P2", "method": "the ωB97M-V functional and the def2-TZVPD basis", "de_lowest_kcal_mol": 61.09, "homo_energy_ev": -8.42, "elements": ["C", "P", "P", "H", "H", "H", "H", "H", "H"], "xyz": [[-1.38, 0.39, -0.20], [1.59, 0.17, 0.05], [-0.18, -1.06, -0.20], [-1.11, 1.16, -0.94], [-1.63, 0.88, 0.80], [-2.32, -0.05, -0.50], [2.72, -0.81, 0.12], [2.09, 0.56, -1.13], [0.22, -1.23, 2.00]]}


{"formula": "H26O13", "method": "the ωB97M-V functional and the def2-TZVPD basis", "de_lowest_kcal_mol": 105.06, "homo_energy_ev": -9.43, "elements": ["H", "H", "H", "H", "H", "H", "H", "H", "H", "H", "H", "H", "H", "H", "H", "H", "H", "H", "H", "H", "H", "H", "H", "H", "H", "H", "O", "O", "O", "O", "O", "O", "O", "O", "O", "O", "O", "O", "O"], "xyz": [[0.65, 0.07, -0.28], [1.42, -1.20, -0.56], [-2.27, -1.90, 3.32], [-0.89, -2.23, 2.78], [-2.00, 3.35, -1.67], [-0.72, 2.98, -2.40], [-0.91, -2.03, -2.86], [0.47, -2.43, -2.36], [3.19, 2.29, 1.45], [4.69, 2.43, 1.62], [-3.53, 0.24, -1.45], [-4.15, 0.38, -0.07], [-3.94, 2.18, 0.04], [-2.73, 2.94, 0.57], [4.38, -1.11, 0.24], [2.93, -0.68, 0.34], [-2.05, -2.13, 0.21], [-3.51, -1.74, 0.00], [3.02, -3.02, -0.33], [3.06, -4.20, -1.29], [3.38, 1.89, -1.19], [4.60, 2.58, -1.79], [-1.10, 2.79, 2.88], [-1.22, 1.97, 1.60], [-1.69, -0.07, -0.16], [-1.23, 0.00, 1.28], [0.87, -0.78, 0.11], [-1.76, -1.93, 2.51], [-1.46, 3.60, -2.43], [-0.07, -1.66, -2.54], [3.98, 1.78, 1.67], [-4.11, -0.22, -0.83], [-3.02, 2.06, 0.29], [3.49, -1.46, 0.29], [-2.94, -2.50, 0.17], [2.45, -3.63, -0.81], [4.25, 2.24, -0.96], [-0.61, 2.53, 2.09], [-1.05, -0.44, 0.45]]}


{"formula": "C6H9N3O2", "method": "the ωB97M-V functional and the def2-TZVPD basis", "smiles": "Cc1nc(C)n(C)c1[N+](=O)[O-]", "de_lowest_kcal_mol": 93.85, "homo_energy_ev": -9.08, "elements": ["C", "C", "N", "C", "C", "N", "C", "C", "N", "O", "O", "H", "H", "H", "H", "H", "H", "H", "H", "H"], "xyz": [[-1.19, 2.46, 0.03], [-0.25, 1.35, -0.02], [1.12, 1.50, -0.03], [1.69, 0.33, -0.06], [3.19, 0.20, 0.09], [0.75, -0.66, -0.09], [1.08, -2.12, -0.09], [-0.47, -0.04, 0.01], [-1.69, -0.70, 0.01], [-2.65, 0.01, -0.08], [-1.76, -1.94, 0.15], [-1.96, 2.14, 0.84], [-1.80, 2.66, -0.88], [-0.69, 3.46, 0.29], [3.56, 1.21, 0.41], [3.48, -0.60, 0.90], [3.70, -0.09, -0.90], [0.48, -2.60, -0.87], [2.21, -2.21, -0.20], [0.79, -2.48, 0.93]]}


{"formula": "C5H10ClNS", "method": "the ωB97M-V functional and the def2-TZVPD basis", "smiles": "C[C@]1(S)CNC[C@H]1Cl", "de_lowest_kcal_mol": 89.74, "homo_energy_ev": -9.39, "elements": ["C", "C", "S", "C", "N", "C", "C", "Cl", "H", "H", "H", "H", "H", "H", "H", "H", "H", "H"], "xyz": [[0.59, -1.35, 1.46], [0.62, -0.27, 0.38], [1.38, -1.06, -1.03], [1.23, 1.08, 0.81], [0.75, 2.01, -0.13], [-0.53, 1.70, -0.44], [-0.80, 0.48, 0.32], [-2.37, -0.56, -0.19], [0.27, -2.26, 0.68], [1.74, -1.37, 1.79], [-0.31, -1.25, 2.44], [2.64, -0.96, -0.69], [2.30, 0.85, 0.76], [1.01, 1.28, 1.96], [1.19, 1.73, -1.15], [-0.61, 1.36, -1.55], [-1.25, 2.46, -0.24], [-0.64, 0.72, 1.46]]}


- What is the formula in the third record?
  C19H16BrMnN2O7S2